# 1
DFT (the ωB97M-V functional and the def2-TZVPD basis) results for a molecular structure, C5H8CsO5 at a distorted geometry.

Values from the calculation:
Spin multiplicity: 2
Gap between HOMO and LUMO (spin up / spin down) in hartree: 0.2786 / 0.2740
Highest occupied orbital energy (spin up / spin down) in eV: -8.7246 / -8.5905
Largest force on an atom in eV Å⁻¹: 3.0
Net charge: 0
Molar mass in Da: 281.0

Last column: Löwdin spin population.
Element x y z (Å)
C 0.300 -1.109 -2.002  0.000
C 0.389 0.085 -2.885  0.000
O 1.431 0.583 -3.262  0.000
H -0.569 -1.704 -2.331  0.000
H -0.578 0.443 -3.305  0.000
H 1.198 -1.730 -2.101  0.000
C -0.195 -1.998 0.437  0.000
C 0.045 -0.739 -0.378  -0.001
O 0.967 -2.806 0.442  0.000
H -1.051 -2.552 0.014  0.000
H -0.484 -1.730 1.467  0.000
H -0.907 -0.185 -0.395  0.000
H 0.997 -0.284 -0.066  0.000
H 0.780 -3.635 0.891  0.000
O -0.227 1.620 1.819  0.601
C -0.457 2.795 2.318  -0.012
O -0.010 3.800 1.716  0.202
O -0.981 2.851 3.457  0.213
Cs -0.647 6.294 4.167  -0.003


# 2
DFT (the ωB97M-V functional and the def2-TZVPD basis) results for a single C5H8F2O molecule at a distorted geometry.

Values from the calculation:
Spin multiplicity: 1
Gap between HOMO and LUMO in hartree: 0.3620
Highest occupied orbital energy in eV: -8.9594
Energy above the lowest of the compared OMol25 structures with the same formula, charge and spin in eV: 3.1339
Largest force on an atom in eV Å⁻¹: 7.9
SMILES string: CC(CCO)=C(F)F
Net charge: 0
Molar mass in Da: 122.1

Last column: Löwdin charge in e.
Element x y z (Å)
C -0.682 1.496 -0.303  -0.097
C -0.627 0.282 0.490  -0.244
C 0.702 -0.089 0.883  -0.209
C 1.608 -0.501 -0.257  -0.241
O 0.911 -1.559 -0.984  -0.089
C -1.627 -0.641 0.159  -0.357
F -2.823 -0.404 -0.478  0.107
F -1.529 -1.819 0.442  0.226
H -0.388 2.521 0.110  0.103
H -1.637 1.569 -0.678  0.020
H -0.228 1.629 -1.499  0.170
H 1.104 0.617 1.611  0.131
H 0.709 -1.034 1.479  0.131
H 2.569 -0.609 0.183  0.098
H 1.790 0.460 -0.830  0.122
H 0.147 -1.919 -0.330  0.129


# 3
DFT (the ωB97M-V functional and the def2-TZVPD basis) results for a molecular structure, C5H8F2S at a distorted geometry.

Values from the calculation:
Spin multiplicity: 1
Gap between HOMO and LUMO in hartree: 0.3482
Highest occupied orbital energy in eV: -9.2206
Energy above the lowest of the compared OMol25 structures with the same formula, charge and spin in eV: 6.9024
Largest force on an atom in eV Å⁻¹: 9.1
Net charge: 0
Molar mass in Da: 138.2

Last column: Löwdin charge in e.
Element x y z (Å)
C -0.646 -0.280 -1.783  -0.170
C -0.735 -0.603 -0.350  -0.416
C -0.590 0.658 0.571  -0.676
C 0.821 0.454 1.063  -0.064
C 0.604 -1.006 0.438  -0.262
H 0.251 -1.185 -2.442  0.166
H -2.164 -0.822 -2.254  0.176
H -0.394 1.160 -1.988  0.091
H -1.444 -1.344 0.018  0.126
H -1.620 0.578 1.301  0.180
H -2.027 2.006 -0.801  0.004
H 1.595 1.060 0.498  0.146
H 1.014 0.512 1.976  0.028
F 1.563 -1.628 -0.531  -0.060
F 0.494 -2.079 1.407  0.010
S -0.653 2.254 -0.239  0.722


# 4
DFT (the ωB97M-V functional and the def2-TZVPD basis) results for a molecular structure, C5H8F2Si at a distorted geometry.

Values from the calculation:
Spin multiplicity: 1
Gap between HOMO and LUMO in hartree: 0.3490
Highest occupied orbital energy in eV: -9.3020
Energy above the lowest of the compared OMol25 structures with the same formula, charge and spin in eV: 2.4112
Largest force on an atom in eV Å⁻¹: 5.2
Net charge: 0
Molar mass in Da: 134.2

Last column: Löwdin charge in e.
Element x y z (Å)
C 0.264 0.677 -1.119  -0.312
C -0.813 0.494 -0.604  0.011
C 2.560 1.236 -1.138  -0.096
C -1.559 -1.908 2.242  -0.138
C 1.306 0.926 -1.951  -0.315
F -3.556 -1.071 0.255  -0.167
F -2.814 0.767 1.897  -0.139
Si -2.257 -0.534 1.113  0.602
H 2.478 2.229 -0.994  0.031
H 3.433 1.035 -1.721  0.063
H 2.695 0.695 -0.193  0.088
H -2.263 -2.278 3.085  0.088
H -1.209 -2.739 1.735  -0.001
H -0.771 -1.394 2.696  -0.004
H 1.486 0.057 -2.702  0.148
H 1.020 1.806 -2.601  0.140


# 5
DFT (the ωB97M-V functional and the def2-TZVPD basis) results for 2 unconnected molecules or ions with the total composition C5H8F3N3S at a distorted geometry.

Values from the calculation:
Spin multiplicity: 1
Gap between HOMO and LUMO (spin up / spin down) in hartree: 0.1886 / 0.1983
Highest occupied orbital energy (spin up / spin down) in eV: -14.4115 / -14.8752
Energy above the lowest of the compared OMol25 structures with the same formula, charge and spin in eV: 3.0448
Largest force on an atom in eV Å⁻¹: 6.5
Net charge: +2
Molar mass in Da: 199.2

Last column: Löwdin charge in e.
Element x y z (Å)
C 0.466 0.675 0.743  0.118
C -1.506 -1.213 0.442  0.109
C 0.603 -0.337 -0.193  -0.191
C -0.672 0.786 1.505  -0.029
C -0.731 1.493 2.837  -0.557
N -0.410 -1.300 -0.314  0.173
N -1.689 -0.149 1.298  0.234
N 1.780 -0.631 -0.990  0.256
F -1.838 1.126 3.516  0.179
F 0.434 1.292 3.482  0.183
F -0.828 2.807 2.724  0.195
S -2.808 4.381 -0.830  0.314
H 1.354 1.178 0.898  0.138
H -2.191 -2.011 0.437  0.174
H -0.412 -2.012 -1.046  0.201
H -2.463 -0.036 1.827  0.136
H 2.254 -1.521 -0.686  0.214
H 2.703 -0.088 -0.806  0.247
H 1.569 -0.589 -2.006  0.205
H -2.124 3.840 -1.891  -0.298


# 6
DFT (the ωB97M-V functional and the def2-TZVPD basis) results for a single C5H8F4N2O3S molecule at a distorted geometry.

Values from the calculation:
Spin multiplicity: 1
Gap between HOMO and LUMO in hartree: 0.3698
Highest occupied orbital energy in eV: -10.6181
Largest force on an atom in eV Å⁻¹: 7.4
SMILES string: [H]/N=C(\C)CN(COC(F)(F)F)S(=O)(=O)F
Net charge: 0
Molar mass in Da: 252.2

Last column: Löwdin charge in e.
Element x y z (Å)
H -0.153 3.202 1.457  0.057
N 0.627 2.714 0.971  0.109
C 0.414 1.445 1.189  -0.343
C -0.882 0.953 2.018  -0.037
C 1.375 0.280 0.625  -0.135
N 0.495 -0.616 -0.185  -0.191
C 0.713 -0.485 -1.651  -0.165
O -0.471 -0.671 -2.460  0.041
C -1.547 0.112 -2.023  -0.487
F -1.167 1.389 -1.551  0.089
F -2.346 0.364 -3.157  0.108
F -2.296 -0.467 -0.996  0.114
S 0.510 -2.244 0.355  0.800
O 0.723 -2.406 1.822  -0.285
O -0.848 -2.812 0.027  -0.293
F 1.627 -3.170 -0.498  -0.207
H -1.054 1.722 2.837  0.085
H -1.758 0.853 1.296  0.081
H -0.694 -0.088 2.441  0.075
H 1.964 -0.237 1.442  0.132
H 2.150 0.836 -0.018  0.134
H 1.494 -1.226 -2.049  0.160
H 1.123 0.551 -1.892  0.158